Entry 1:
11
Properties=species:S:1:pos:R:3:forces:R:3 method="wB97M-V/def2-TZVPD" mol_weight_da=72.087 e_homo_ev=-14.24 charge=+1 lumo_ha=-0.15436 de_lowest_kcal_mol=80.4 smiles=[NH3+][C@@]12C[C@@H]1O2
N -1.4097 0.5355 0.0750 1.8 1.9 -1.8
C -0.0375 -0.0009 0.2283 0.7 -0.5 -0.6
C 0.8554 -1.2003 -0.1322 1.1 0.4 1.7
C 1.2505 0.3194 -0.3024 -0.8 -0.1 -1.6
O 0.8883 0.7268 0.9923 -0.5 -0.1 2.0
H -1.9474 0.0767 0.7483 -1.7 -0.9 1.4
H -1.8539 0.4455 -0.8949 0.8 0.1 1.5
H -1.3131 1.5637 0.3676 -0.4 -1.4 -0.6
H 0.5630 -1.9226 -0.8947 0.1 0.8 -0.5
H 1.4416 -1.7355 0.7019 -1.3 1.1 -1.0
H 1.5628 1.1917 -0.8892 0.1 -1.2 -0.6

Entry 2:
12
Properties=species:S:1:pos:R:3:forces:R:3 method="wB97M-V/def2-TZVPD" mol_weight_da=88.086 e_homo_ev=-1.84 charge=-1 lumo_ha=0.10903 de_lowest_kcal_mol=153.6
C -1.8754 -0.2858 -0.0574 -0.1 0.8 1.7
C -1.1811 0.5990 -0.9659 2.5 1.2 -2.7
C -0.4056 0.0650 0.2535 -0.2 -1.4 -1.5
N 3.5226 -0.7734 0.9303 0.5 0.4 -0.5
O 3.9975 -0.0242 0.0877 -2.0 -1.2 1.6
O 0.0287 0.8154 1.1671 0.7 1.9 2.9
H -2.3964 0.4145 0.5450 -1.2 -0.1 1.1
H -2.3302 -1.2164 -0.2462 -0.5 -1.1 -0.4
H -0.6658 0.2571 -1.8585 -0.5 -0.4 -0.4
H -1.4087 1.6899 -1.0874 0.1 -1.1 0.6
H 0.2817 -0.8161 0.1166 -0.4 -0.1 -1.2
H 2.4328 -0.7252 1.1151 1.3 1.0 -1.2

Entry 3:
12
Properties=species:S:1:pos:R:3:forces:R:3 method="wB97M-V/def2-TZVPD" mol_weight_da=88.086 e_homo_ev=-2.89 charge=-1 lumo_ha=0.15236 de_lowest_kcal_mol=51.6 smiles="O=CNCC[O-]"
O 0.1570 -3.0400 0.0162 0.1 -0.8 -0.5
C -0.5525 -2.0605 -0.0701 -0.9 1.6 0.5
N -0.0906 -0.7934 -0.1056 1.8 -0.6 -1.2
C -0.4449 0.5397 0.2865 -0.8 0.3 1.2
C 0.7283 1.5390 -0.1400 -0.4 -0.6 0.4
O 1.2540 1.3194 -1.3232 0.1 -0.3 -0.5
H -1.6546 -2.1127 -0.1670 -0.1 -0.3 0.4
H 0.8198 -0.7575 -0.5753 0.2 0.2 0.3
H -0.4628 0.5889 1.3971 -0.2 0.0 -0.3
H -1.4553 0.8367 -0.0292 0.2 0.0 -0.5
H 1.4551 1.4025 0.7262 -0.1 0.3 -0.2
H 0.2465 2.5380 -0.0155 0.0 0.2 0.3

Entry 4:
12
Properties=species:S:1:pos:R:3:forces:R:3 method="wB97M-V/def2-TZVPD" mol_weight_da=88.086 e_homo_ev=-4.13 charge=-1 lumo_ha=0.16116 de_lowest_kcal_mol=36.0
C 0.5067 -1.7223 -1.3700 -1.3 2.1 0.1
C -0.4525 -1.4147 -0.4603 1.9 -1.1 3.2
N -1.2638 -0.3071 -0.2973 0.2 1.5 -0.4
H 0.5754 -0.8644 -2.0447 0.6 -0.6 -0.6
H 1.3524 -2.3707 -1.1847 -0.5 -0.3 -0.1
H -0.3940 -2.0421 0.5022 -0.6 0.7 -1.4
H -1.0239 0.4111 -0.9751 -0.2 -0.3 -1.0
H -1.0027 0.4046 0.5143 -0.3 -2.2 0.3
O -0.3047 1.0554 1.8348 1.2 1.2 -0.4
C 0.4459 1.9710 1.3193 -1.5 -0.9 0.7
O 0.3556 2.4393 0.1855 0.1 0.2 -0.7
H 1.2057 2.4398 1.9761 0.2 -0.2 0.3

Entry 5:
12
Properties=species:S:1:pos:R:3:forces:R:3 method="wB97M-V/def2-TZVPD" mol_weight_da=88.086 e_homo_ev=-4.04 charge=-1 lumo_ha=0.14485 de_lowest_kcal_mol=29.9
C 0.2526 -2.6115 -0.4867 -0.4 -0.3 0.8
C -0.5911 -1.8116 0.1946 0.1 -0.4 -0.8
N -0.8435 -0.4849 -0.1219 1.3 1.0 -0.5
H 1.1154 -2.2797 -1.0473 -0.3 0.2 -0.4
H 0.0628 -3.6774 -0.4188 0.4 0.0 0.2
H -1.2821 -2.3106 0.8704 -0.1 0.3 0.1
H -0.1948 -0.1980 -0.8602 -0.4 -0.3 -0.2
H -0.6192 0.3151 0.4843 -0.5 -0.4 0.8
O 1.4368 4.0616 -0.0361 0.8 -0.3 -0.3
C 0.5816 3.2549 0.3243 -2.2 0.8 0.9
O 0.4754 2.0135 0.3596 0.9 -0.8 -0.4
H -0.3938 3.7286 0.7379 0.5 0.2 -0.2

Entry 6:
12
Properties=species:S:1:pos:R:3:forces:R:3 method="wB97M-V/def2-TZVPD" mol_weight_da=88.086 e_homo_ev="-12.67 / -12.67" charge=+1 lumo_ha="-0.19173 / -0.19175" de_lowest_kcal_mol=74.9
N 2.1629 0.2890 -0.0524 0.7 -0.4 -0.7
C 1.0606 0.8269 0.2313 -7.5 -0.2 -0.6
C -0.3684 -0.2336 0.0321 0.0 0.5 0.6
O 0.3537 -1.3860 0.0091 -1.0 -4.0 -0.6
C -1.8313 -0.2944 0.0447 5.8 2.8 -0.2
O -2.6290 0.7643 -0.0718 -1.1 -1.8 0.4
H 2.0964 -0.6501 -0.5635 0.3 1.2 1.3
H 3.0404 0.8041 0.0890 -0.3 -0.5 -0.3
H 0.6759 1.8649 0.5105 1.9 -1.3 0.0
H -0.1358 -2.2938 -0.1627 1.1 3.0 0.4
H -2.2538 -1.2673 0.1231 -0.6 -0.4 -0.1
H -2.1716 1.5760 -0.1893 0.7 1.1 -0.2